DFT (ωB97M-V/def2-TZVPD) results for a single C5H9N molecule in a non-equilibrium geometry.

The molar mass is 83.134 g mol⁻¹. The energy relative to the best compared isomer or geometry (same formula, charge and spin) comes out at 49.7 kcal/mol. The SMILES is C=C/C=C(/C)N. The value obtained for the HOMO-LUMO gap is 0.3047 Eh. The highest occupied orbital energy is -7.47 eV.

Last column: Mulliken charge in e.
CARTESIAN COORDINATES (ANGSTROEM)
C: -0.4745 2.4572 1.3754  -0.7617
C: -0.1061 1.5389 0.4681  -0.2817
C: -0.4432 0.1086 0.4451  -0.2875
C: 0.1114 -0.6575 -0.5282  0.6016
C: -0.3887 -2.1200 -0.6516  -1.1098
N: 1.3438 -0.4837 -1.1459  -0.4682
H: -0.6982 3.5041 1.2254  0.2582
H: -0.5340 2.2598 2.4507  0.2325
H: -0.0177 1.8495 -0.5746  0.2128
H: -1.0267 -0.2513 1.2743  0.3425
H: -1.3288 -2.1937 -1.1914  0.2719
H: 0.3842 -2.6208 -1.2379  0.3457
H: -0.5379 -2.5263 0.3526  0.2690
H: 1.9336 -1.2791 -1.0208  0.1741
H: 1.7827 0.4144 -1.2413  0.2007


DFT (ωB97M-V/def2-TZVPD) results for 4 unconnected molecules or ions with the total composition C24H57N4O2 in a non-equilibrium geometry.

The molar mass is 433.746 g mol⁻¹. Its charge is +1. The value obtained for the HOMO-LUMO gap is 0.2312 Eh. The highest occupied orbital energy is -9.77 eV.

Last column: Mulliken charge in e.
CARTESIAN COORDINATES (ANGSTROEM)
O: 2.5318 1.8994 -1.1348  -0.5510
C: 1.5063 1.2610 -1.1295  -0.1142
C: 1.4036 -0.0872 -1.8151  0.9725
C: 2.6491 -0.9433 -1.5434  0.0838
C: 3.3093 -1.3767 -2.8436  -1.1310
N: 4.3201 -2.5047 -2.6432  -0.0004
C: 4.3522 -3.2676 -1.3228  -0.6690
C: 3.4074 -2.7101 -0.2479  -0.4747
O: 2.2765 -2.0895 -0.8033  -0.2520
H: 0.5961 1.6588 -0.6478  0.1793
H: 1.2892 0.1244 -2.8875  0.5730
H: 0.5134 -0.6398 -1.4938  -1.2296
H: 3.3669 -0.3496 -0.9572  0.5697
H: 3.8382 -0.5346 -3.3014  0.3079
H: 2.5623 -1.7515 -3.5520  0.3645
H: 5.2548 -2.1480 -2.8343  0.4202
H: 4.1393 -3.1899 -3.3754  0.3759
H: 4.1098 -4.3051 -1.5624  0.3519
H: 5.3830 -3.2346 -0.9578  0.3339
H: 3.9420 -2.0061 0.4086  0.4130
H: 3.0583 -3.5494 0.3610  0.3883
C: -0.7087 7.5891 -0.9349  -1.4086
C: -1.0352 6.2776 -0.2384  -0.3268
N: -0.7207 5.1186 -1.0556  0.2044
C: -1.2871 3.8704 -0.5862  -1.0925
C: -0.7632 3.2873 0.7310  -0.3339
C: 0.6555 5.0090 -1.5093  -0.6846
C: 1.7670 5.0907 -0.4578  -0.9293
H: -1.1698 7.6223 -1.9225  0.3255
H: -1.0898 8.4248 -0.3479  0.4377
H: 0.3656 7.7360 -1.0525  0.2877
H: -2.1085 6.2397 -0.0346  0.4496
H: -0.5342 6.2588 0.7429  0.2892
H: -1.1204 3.1339 -1.3809  0.3379
H: -2.3716 3.9930 -0.5153  0.4717
H: 0.2747 2.9615 0.6501  -0.1107
H: -1.3612 2.4136 1.0028  0.0829
H: -0.8283 3.9978 1.5557  0.5647
H: 0.8469 5.7677 -2.2726  0.3505
H: 0.7239 4.0479 -2.0284  0.3044
H: 1.7103 6.0072 0.1311  0.3499
H: 2.7367 5.0840 -0.9585  0.3799
H: 1.7583 4.2453 0.2266  0.1445
C: 1.3170 0.2578 2.6314  -1.0037
C: 0.4697 -0.9741 2.9059  -0.1987
N: -0.2166 -0.9334 4.1806  0.1323
C: -0.7615 -2.2188 4.5845  -0.8412
C: -1.8459 -2.8492 3.7029  -0.6301
C: -1.0753 0.2247 4.3818  -0.7793
C: -2.1604 0.4965 3.3322  -0.3121
H: 2.0207 0.4529 3.4412  0.3855
H: 1.8870 0.1001 1.7115  0.1577
H: 0.7035 1.1483 2.4855  -0.0392
H: 1.1149 -1.8580 2.9130  0.5437
H: -0.2185 -1.0999 2.0550  -0.0091
H: -1.1426 -2.1108 5.6027  0.3710
H: 0.0799 -2.9158 4.6481  0.4054
H: -2.7954 -2.3199 3.7739  0.2120
H: -2.0219 -3.8793 4.0177  0.4933
H: -1.5479 -2.8745 2.6528  -0.0179
H: -0.4383 1.1099 4.4539  0.3418
H: -1.5385 0.1154 5.3646  0.4039
H: -1.7532 0.4777 2.3188  -0.2741
H: -2.5859 1.4885 3.4936  0.3964
H: -2.9763 -0.2231 3.3779  0.2476
C: -3.6974 -3.6055 0.1844  -1.2442
C: -2.7525 -3.9844 -0.9460  -0.2406
N: -2.6502 -2.9529 -1.9654  0.2294
C: -2.0360 -3.3990 -3.2004  -0.8857
C: -0.5615 -3.8227 -3.1599  -0.5527
C: -2.2567 -1.6410 -1.4876  -1.5679
C: -0.9406 -1.5416 -0.7060  0.9325
H: -4.6655 -3.2998 -0.2136  0.3366
H: -3.8493 -4.4613 0.8426  0.4252
H: -3.3056 -2.7916 0.7962  0.0840
H: -3.1322 -4.8815 -1.4414  0.5284
H: -1.7758 -4.2623 -0.5157  0.1875
H: -2.1592 -2.6017 -3.9386  0.3788
H: -2.6266 -4.2437 -3.5656  0.3917
H: 0.1066 -2.9702 -3.0239  -0.1539
H: -0.2931 -4.3058 -4.1016  0.4893
H: -0.3693 -4.5363 -2.3576  0.2646
H: -3.0567 -1.2563 -0.8510  0.3822
H: -2.2229 -0.9737 -2.3530  0.3993
H: -0.8837 -2.2914 0.0841  0.1787
H: -0.8728 -0.5609 -0.2259  -0.2774
H: -0.0634 -1.6636 -1.3444  -0.2771


DFT (ωB97M-V/def2-TZVPD) results for a molecular structure, C18H29F12MgN7OP2 in a non-equilibrium geometry.

The molar mass is 673.707 g mol⁻¹. The energy relative to the best compared isomer or geometry (same formula, charge and spin) comes out at 35.1 kcal/mol. The value obtained for the HOMO-LUMO gap is 0.3767 Eh. The highest occupied orbital energy is -11.16 eV.

Last column: Mulliken charge in e.
CARTESIAN COORDINATES (ANGSTROEM)
Mg: 3.0408 10.7062 -23.2460  1.5882
P: 0.4994 8.4376 -22.6736  1.9835
F: 0.7683 7.7771 -24.1153  -0.4912
F: 1.3732 9.7001 -23.1431  -1.2393
F: -0.8136 9.2421 -23.2208  -0.3723
F: 0.2480 9.2156 -21.2342  -0.4111
F: -0.4303 7.1733 -22.2173  -0.5435
F: 1.7682 7.6347 -22.1120  -0.4299
P: 1.4347 13.4425 -22.6865  1.3485
F: 0.5877 12.0435 -22.5557  -0.3897
F: 0.0148 14.2438 -22.3634  -0.3751
F: 1.7589 13.3349 -21.0955  -0.3998
F: 2.2865 14.8096 -22.9424  -0.3610
F: 2.7895 12.5670 -22.8684  -0.1150
F: 1.1967 13.4474 -24.2534  -0.3722
C: 3.1097 10.4306 -18.6349  -0.9017
C: 3.2464 10.4073 -20.0769  0.6779
N: 3.3674 10.4807 -21.2448  -0.4076
H: 4.0575 10.4012 -18.0975  0.3588
H: 2.4593 9.6233 -18.2981  0.1064
H: 2.5749 11.3327 -18.3377  0.3052
C: 0.9082 6.9252 -18.7119  -0.1419
C: 0.9320 5.6565 -17.9443  0.0666
N: 1.0386 4.6207 -17.3497  -0.4053
H: 1.9488 7.1559 -18.9399  0.1351
H: 0.4841 7.7269 -18.1074  0.3461
H: 0.4161 6.8408 -19.6808  -0.0245
C: -2.1143 6.8239 -25.4446  0.0919
C: -1.6095 5.7723 -26.3719  0.1567
N: -1.1816 4.9428 -27.0329  -0.4106
H: -2.2729 6.5839 -24.3933  -0.1868
H: -3.0783 7.1294 -25.8513  0.4343
H: -1.4389 7.6793 -25.4587  -0.0416
C: -3.2345 11.4624 -22.0739  0.0420
C: -3.7129 12.2887 -20.9769  0.2136
N: -4.1721 13.0173 -20.1992  -0.4096
H: -2.1822 11.4380 -21.7908  -0.0204
H: -3.3445 11.9621 -23.0364  0.2856
H: -3.5975 10.4373 -22.1479  -0.1184
C: 4.4464 6.5284 -24.8417  -0.8788
C: 4.1696 7.8978 -24.2934  0.6656
N: 3.8734 8.9502 -23.8788  -0.4591
H: 4.6086 6.6401 -25.9137  0.3420
H: 3.6251 5.8363 -24.6558  0.0812
H: 5.3678 6.2054 -24.3571  0.3714
C: 1.1521 4.7651 -23.5492  -0.0629
C: 0.4335 3.5869 -24.0628  -0.0234
N: -0.1890 2.7118 -24.5429  -0.4007
H: 1.1552 5.6265 -24.2172  -0.0898
H: 2.1728 4.4238 -23.3764  0.4071
H: 0.9437 5.0415 -22.5156  0.1638
C: -3.7005 7.1824 -21.9140  0.0879
C: -4.8921 6.3392 -22.0894  0.1493
N: -5.8394 5.6800 -22.3113  -0.4171
H: -3.4888 7.3574 -20.8591  0.4135
H: -3.7499 8.1566 -22.4003  -0.0182
H: -2.8624 6.6238 -22.3309  -0.2380
C: 1.9821 10.8634 -27.3532  -0.4702
C: 3.3284 11.5111 -27.3490  -0.7200
C: 3.3023 12.1189 -25.9324  -0.7515
O: 2.5796 11.2188 -25.1189  0.3764
C: 1.4450 10.8172 -25.9186  -0.2706
H: 2.1817 9.8873 -27.7953  0.3045
H: 1.3858 11.4250 -28.0723  0.3585
H: 3.5871 12.2778 -28.0793  0.3767
H: 4.2078 10.8688 -27.3967  0.2509
H: 2.9261 13.1413 -25.9675  0.3465
H: 4.3228 12.2512 -25.5730  0.4427
H: 0.5853 11.4631 -25.7404  0.2537
H: 1.1254 9.8576 -25.5122  -0.1633


DFT (ωB97M-V/def2-TZVPD) results for a molecular structure, C10H12ClO2P in a non-equilibrium geometry.

The molar mass is 230.631 g mol⁻¹. The energy relative to the best compared isomer or geometry (same formula, charge and spin) comes out at 0.0 kcal/mol. The value obtained for the HOMO-LUMO gap is 0.3209 Eh. The highest occupied orbital energy is -8.18 eV.

Last column: Mulliken charge in e.
CARTESIAN COORDINATES (ANGSTROEM)
C: -3.3504 1.4995 -0.6947  -0.5050
C: -2.1988 1.2760 -1.4239  -0.6571
C: -3.2237 1.6943 0.6510  -0.2018
C: -1.0246 1.2817 -0.7358  0.1834
C: -2.0659 1.5577 1.3844  -0.4226
C: -0.9730 1.3443 0.6444  0.5674
C: 0.0574 -2.7237 -0.1788  -0.6764
C: 1.5609 1.1585 0.6284  -1.0018
C: 1.2135 -2.6511 -0.7503  -0.0888
C: 2.3299 -2.3179 0.2058  -0.3688
O: 0.2174 1.0931 1.2913  -0.4025
O: 3.2637 -1.2211 -0.0930  -0.2846
P: 2.8839 0.1650 -0.9781  0.3987
Cl: 4.5882 1.0005 -0.5682  -0.1773
H: -4.3012 1.4297 -1.1688  0.4122
H: -2.2051 1.4470 -2.5226  0.3234
H: -4.2012 1.6471 1.3595  0.1685
H: -0.0081 1.0672 -1.1697  0.1307
H: -1.9556 1.7510 2.5103  0.3003
H: -0.8239 -3.0136 -0.7765  0.2752
H: -0.1724 -2.2981 0.8025  0.1957
H: 2.2528 0.7379 1.3464  0.4593
H: 1.7354 2.2489 0.4349  0.4649
H: 1.4695 -2.8505 -1.8058  0.3486
H: 2.9316 -3.2762 0.3707  0.3145
H: 1.9995 -2.0473 1.2366  0.2438